An isolated molecule of C16H16BrNO4S, computed with ωB97M-V/def2-TZVPD.

```
39
Properties=species:S:1:pos:R:3:forces:R:3:lowdin_charge:R:1
O -2.37229 1.06124 1.06344 -0.2 0.1 0.2 0.0819
C -1.51314 0.26389 0.73482 0.0 -0.1 0.0 -0.4015
N -0.73966 0.44618 -0.36972 -0.2 0.1 -0.1 -0.0023
C -0.99223 1.63660 -1.16662 -0.5 -0.1 0.2 -0.2851
C 0.24051 2.52680 -1.29036 0.1 -0.1 -0.8 -0.1297
H 0.01946 3.57443 -1.11353 0.0 0.1 0.0 0.1129
H 1.05397 2.20619 -0.65032 0.2 0.0 -0.1 0.0937
S 0.71474 2.41157 -3.04156 -0.2 0.6 0.1 0.6770
O 1.32544 3.62448 -3.50241 -0.1 0.3 0.0 -0.3130
O 1.42246 1.17978 -3.27436 -0.1 -0.4 0.0 -0.3135
C -1.00111 2.22586 -3.60676 0.7 0.0 0.4 -0.1999
C -1.52581 1.25332 -2.57508 -0.3 -0.2 0.2 -0.1568
H -1.16671 0.25545 -2.83167 -0.1 0.0 0.0 0.1159
H -2.61542 1.22492 -2.55885 0.0 0.0 0.0 0.1264
H -1.02938 1.84131 -4.61978 0.2 0.0 -0.1 0.1110
H -1.46242 3.20697 -3.55411 0.0 0.2 0.0 0.1100
H -1.77662 2.17058 -0.61719 0.3 -0.1 -0.2 0.1451
C 0.34737 -0.44816 -0.76510 0.2 -0.4 0.4 -0.0522
C 1.51201 -0.45831 0.17564 0.4 0.5 -0.5 -0.2359
C 2.66573 0.27210 0.19013 -0.5 -0.3 -0.1 -0.0184
C 3.41954 -0.19503 1.29442 -0.2 -0.4 0.4 -0.0498
C 2.67347 -1.17837 1.86372 0.7 0.4 0.1 -0.1077
O 1.52327 -1.34874 1.19342 -0.2 -0.2 -0.2 0.0268
H 2.84393 -1.81154 2.71145 -0.1 -0.1 0.1 0.1241
H 4.38144 0.15228 1.60974 0.2 0.0 0.1 0.1017
H 2.96336 1.01943 -0.51746 0.0 0.1 -0.2 0.1093
H 0.71554 -0.11809 -1.73934 -0.1 -0.2 0.2 0.1050
H -0.03056 -1.47032 -0.85187 0.1 0.1 -0.2 0.1313
C -1.26693 -0.96633 1.54664 -0.3 -0.2 0.3 -0.1515
C -0.79140 -0.82079 2.84461 -0.2 0.0 -0.2 -0.0146
C -0.59107 -1.92919 3.64511 0.0 0.0 0.0 -0.1171
C -0.89245 -3.18334 3.14304 0.0 -0.2 0.1 -0.6762
C -1.40858 -3.34467 1.86905 0.0 -0.1 0.1 -0.1117
C -1.59689 -2.22992 1.07271 0.1 0.2 0.1 -0.0266
H -2.01802 -2.34790 0.08480 0.0 0.0 -0.1 0.1239
H -1.65865 -4.32895 1.50385 0.0 -0.1 0.0 0.1031
Br -0.59920 -4.71815 4.23035 0.0 0.2 -0.1 0.7288
H -0.20656 -1.82112 4.64764 0.0 0.0 0.1 0.1045
H -0.56710 0.16553 3.22151 0.0 0.1 0.0 0.1310
```
Forces are in eV/Å.

As for the gap between HOMO and LUMO: 9.5 eV. Its energy above the lowest of the compared OMol25 structures with the same formula, charge and spin is 24.2 kcal/mol. As for the multiplicity: 1. Its total charge is 0. Its structure (SMILES) is O=C(c1ccc(Br)cc1)N(Cc1ccco1)[C@@H]1CCS(=O)(=O)C1. For the HOMO energy, the calculation gives -8.93 eV.

---

A structure of composition C16H16Cl2N2SSr at a distorted geometry, computed with ωB97M-V/def2-TZVPD.

```
38
Properties=species:S:1:pos:R:3:forces:R:3:lowdin_charge:R:1
C -6.05032 1.00560 -0.22798 0.5 -0.6 -0.3 -0.1189
C -4.62183 1.26100 -0.75654 -1.1 0.9 2.5 -0.5760
Cl -4.45513 0.08559 -2.18434 -3.0 2.2 0.2 0.5239
C -3.61506 0.91015 0.36444 1.3 -0.5 -1.1 -0.6738
Cl -3.96095 1.80245 1.85904 -0.3 0.1 -0.4 0.7869
C -2.10488 1.09333 0.01161 -1.2 -0.2 0.2 -0.2971
C -1.60281 1.51544 -1.22438 -0.7 -0.4 -0.7 -0.1556
C -0.22263 1.60906 -1.40566 -0.1 -0.1 -0.5 -0.0979
C 0.61421 1.29343 -0.37484 1.9 -0.4 0.6 -0.4346
C 0.14940 0.90089 0.88535 -0.5 0.2 -0.1 -0.2402
C -1.22829 0.81344 1.04353 0.2 -0.5 0.6 -0.0020
N 1.02983 0.61717 1.91486 -0.5 -0.4 -0.7 0.1241
C 2.09207 -0.27214 1.55652 0.0 0.2 0.5 -0.2584
C 2.39037 -1.33639 2.36284 -0.4 -0.4 0.8 -0.0232
C 3.38382 -2.21983 1.99835 0.1 -0.7 0.7 -0.0594
C 4.08903 -2.05795 0.83723 0.3 -0.1 -0.2 -0.0343
C 3.82426 -0.96525 0.03085 0.5 0.8 -1.2 -0.2203
C 4.59072 -0.73813 -1.27836 -0.5 -1.0 -0.1 -0.2203
N 4.58083 -1.96222 -2.10211 0.4 0.3 0.1 0.0045
C 2.83066 -0.08218 0.40255 -0.9 0.9 -0.1 -0.3759
S 2.37963 1.36565 -0.56029 0.0 0.1 -0.2 1.0966
H -6.78206 0.96460 -1.03788 0.0 0.3 0.2 0.0898
H -6.01762 0.02668 0.26988 -0.3 0.2 -0.1 0.0938
H -6.31287 1.73831 0.53616 0.0 0.1 -0.3 0.0833
H -4.47524 2.29990 -1.06751 0.1 -0.4 -0.8 0.1385
H -3.77181 -0.15760 0.58375 -0.1 0.3 0.2 0.1055
H -2.25542 1.78030 -2.05966 0.0 0.3 0.3 0.0931
H 0.23022 1.91838 -2.34526 -0.3 0.0 0.1 0.1253
H -1.61019 0.48638 2.00988 0.0 0.1 -0.2 0.1212
H 0.50001 0.27998 2.71076 0.4 0.1 0.2 0.1424
H 1.85550 -1.50415 3.29679 0.0 0.1 -0.2 0.1255
H 3.60242 -3.05996 2.65234 0.0 0.1 -0.1 0.1226
H 4.84635 -2.78159 0.55301 0.0 0.2 0.0 0.1242
H 5.61491 -0.41643 -1.07005 -0.1 -0.1 -0.1 0.1328
H 4.10773 0.02329 -1.89740 0.1 0.1 0.4 0.0690
H 3.64783 -2.35940 -2.10127 0.1 0.0 0.0 0.0651
H 5.20558 -2.66397 -1.72204 0.0 0.0 -0.1 0.0654
Sr -2.47826 -1.21384 -2.46418 3.7 -1.5 -0.1 1.5545
```
Forces are in eV/Å.

As for the gap between HOMO and LUMO: 4.6 eV. As for the multiplicity: 1. Its total charge is +2. For the HOMO energy, the calculation gives -13.17 eV.

---

A structure of composition C16H16ClN2O10Ti at a distorted geometry, computed with ωB97M-V/def2-TZVPD.

```
46
Properties=species:S:1:pos:R:3:forces:R:3:mulliken_spin:R:1
Ti 0.04482 -1.11278 -0.39885 0.5 -0.8 0.1 0.9847
O 4.17922 -2.49548 3.61475 -0.4 0.2 -0.1 0.1586
C 3.36602 -2.05108 2.80705 1.3 0.0 -0.7 0.0707
C 3.62492 -1.71798 1.37345 -0.2 -0.2 0.8 0.1975
O 4.70612 -1.81478 0.77225 0.7 0.0 -0.6 0.2796
C 2.32392 -1.33718 0.84235 -0.1 -0.3 1.0 0.0014
C 1.33462 -1.37358 1.84605 1.4 -0.4 0.2 0.2121
O 0.09622 -1.10078 1.43425 -1.1 0.4 1.2 -0.0491
C 1.89742 -1.78708 3.11145 -1.3 0.0 0.6 0.0355
O 1.34692 -1.94768 4.20235 0.3 0.1 -0.7 0.0095
O 1.90152 -1.07948 -0.37895 3.0 0.3 0.4 -0.0110
O 0.23352 -3.29878 -0.11815 0.0 0.0 -0.3 -0.0106
H 0.99762 -3.27448 0.48765 0.0 -0.2 0.0 0.0119
H 0.58762 -3.40188 -1.01885 0.0 -0.2 0.3 -0.0005
C -0.75298 1.82452 1.09415 0.1 -0.2 0.1 0.0447
C 0.22572 2.57062 0.24755 0.0 -0.2 -0.3 -0.0198
C 0.75662 3.78292 0.67195 0.0 -0.2 -0.3 -0.0010
C 1.58512 4.51422 -0.16295 0.0 -0.2 -0.2 0.0014
Cl 2.19132 6.04792 0.36475 0.1 0.2 0.1 0.0001
C 1.90852 4.05312 -1.42625 -0.1 -0.1 0.3 -0.0005
C 1.42312 2.82002 -1.84115 -0.1 -0.3 0.0 0.0011
C 0.60122 2.06422 -1.01165 0.2 0.9 0.5 0.0129
O 0.06492 0.84642 -1.38335 0.1 0.6 -0.1 0.0080
C 0.17762 0.50952 -2.76175 -0.3 -0.5 -1.1 0.0032
C -0.50998 -0.88288 -2.98245 -0.2 1.2 -1.3 0.0043
O -1.38478 -0.97818 -3.82655 0.0 0.1 0.0 0.0011
O -0.01668 -1.80168 -2.26875 0.2 -0.8 -0.3 -0.0041
H -0.96608 2.37532 2.00715 0.0 0.0 0.0 -0.0007
H -0.35748 0.83412 1.36305 -0.2 0.3 0.1 -0.0218
H -1.68538 1.66602 0.54275 0.0 0.0 0.1 -0.0027
H 0.51252 4.15542 1.65505 -0.1 0.1 0.1 -0.0002
H 2.53222 4.64292 -2.07895 0.1 0.0 0.0 0.0000
H 1.70362 2.46622 -2.81885 0.0 -0.1 -0.1 0.0005
H -0.30348 1.27622 -3.38705 0.1 -0.2 0.3 -0.0003
H 1.23072 0.37292 -3.04835 -0.2 0.2 0.2 -0.0002
C -2.85308 -2.70758 1.18115 0.5 -0.2 0.3 0.0093
N -3.62068 -1.58718 0.66785 0.5 0.6 -1.1 0.0186
C -3.01828 -0.80408 -0.29265 -0.2 0.0 0.1 0.0543
N -3.85948 0.07702 -0.97515 0.8 -0.4 0.3 0.0160
O -1.79458 -0.87018 -0.55115 -5.4 0.4 0.2 -0.0092
H -3.41098 -3.16628 1.99445 0.0 0.0 0.0 0.0005
H -1.90108 -2.32718 1.56775 -0.2 -0.2 0.0 -0.0036
H -2.64558 -3.45708 0.40485 0.0 0.2 0.2 -0.0002
H -4.59858 -1.77608 0.49775 0.1 0.2 0.0 0.0002
H -4.52958 0.57912 -0.40885 0.0 -0.2 0.0 0.0012
H -3.34498 0.67272 -1.61105 -0.1 -0.1 0.0 -0.0035
```
Forces are in eV/Å.

As for the gap between HOMO and LUMO (spin up / spin down): 3.4 / 5.9 eV. Its energy above the lowest of the compared OMol25 structures with the same formula, charge and spin is 47.7 kcal/mol. The expectation value of S² is 2.0289. As for the multiplicity: 3. Its total charge is -1. For the HOMO energy (spin up / spin down), the calculation gives -1.57 / -4.07 eV.

---

An isolated molecule of C16H16ClN3O5S at a distorted geometry, computed with ωB97M-V/def2-TZVPD.

```
42
Properties=species:S:1:pos:R:3:forces:R:3:lowdin_charge:R:1
O -1.99877 3.56249 -0.15088 -1.6 0.1 -0.6 0.1031
O 1.81209 2.16369 -1.80297 -1.6 1.9 0.3 0.0650
O -2.20357 0.87241 -3.55201 0.0 -0.9 -0.8 0.0940
Cl 2.39838 -3.97896 -0.16868 -0.6 1.3 1.4 0.6228
N 0.53383 -1.09124 -2.88137 -1.0 -0.5 -0.4 0.0390
O 0.43571 -3.74776 4.76871 -0.6 0.2 0.3 -0.0023
O 0.25802 -1.40861 4.86428 0.3 -0.5 -0.3 0.0181
S -0.33752 -0.42786 -0.47466 1.1 -0.4 2.0 0.9769
C -1.47384 3.13512 -1.16306 -1.1 2.2 4.4 -0.4394
C 0.58861 2.38558 -1.90291 4.0 -1.9 1.7 -0.3459
C -1.54724 1.56388 -2.80532 0.1 -3.8 -2.8 -0.4623
C 0.15844 -0.16009 -2.09765 -0.2 -0.5 -2.4 -0.6500
C 1.39312 -3.82310 2.36878 -0.6 -1.4 1.5 -0.0233
C 1.23072 -1.08568 2.54568 -2.2 2.1 2.9 0.0195
C 1.72788 -3.00270 1.23444 0.1 -2.1 1.1 -0.5086
C 0.89706 -3.23795 3.56870 0.7 2.6 0.1 -0.1826
C 0.87648 -1.81013 3.71429 0.4 -1.9 -3.3 -0.1882
C 1.57550 -1.62327 1.31278 -0.1 0.2 -1.5 -0.3055
N -0.11033 3.32889 -1.14327 0.3 -3.3 -4.1 -0.0041
N -2.16601 2.51647 -2.15876 -1.5 1.2 0.6 0.0579
C 0.25652 -2.56213 -2.57020 -0.8 2.0 0.4 -0.0964
C 0.11885 -2.59707 5.66485 0.0 -0.4 -0.9 -0.0738
C -0.07504 1.26417 -2.65262 -0.2 1.4 -1.4 -0.1257
C 1.49969 -0.68706 0.07870 0.0 -2.5 -0.3 -0.2925
C 0.54577 4.23672 -0.29155 2.1 2.1 0.1 -0.0263
C -3.66372 2.66182 -2.40181 -0.4 2.3 3.0 0.0470
H 1.45149 -4.98316 2.42578 0.1 2.3 -0.7 0.1456
H 0.91136 -0.00237 2.65420 0.9 -1.1 -0.6 0.1503
H 0.43087 -3.20979 -3.40640 0.1 0.3 -0.9 0.0590
H 0.93078 -2.92385 -1.82277 0.0 -0.1 0.8 -0.0298
H -0.82915 -2.65774 -2.28754 1.2 0.1 0.1 0.0936
H 0.87659 -2.56397 6.44324 0.1 -0.2 0.1 0.1275
H -0.91083 -2.64295 6.13668 1.1 -0.2 -1.0 0.1543
H 0.35670 1.32999 -3.70676 -0.6 -0.3 1.3 0.1947
H 2.13003 -1.04103 -0.79601 -1.2 0.0 1.0 0.1039
H 1.86890 0.26592 0.27621 0.5 1.7 0.7 0.0394
H -0.11325 5.05695 0.01775 -0.2 -0.9 0.5 0.1006
H 1.17030 3.75117 0.53020 -1.1 0.7 -1.1 0.1302
H 1.19789 4.83063 -0.99742 0.2 -0.9 1.0 0.1173
H -4.05331 2.24959 -3.28654 0.6 -1.0 -1.1 0.0606
H -4.39156 2.33167 -1.54589 2.0 0.5 -1.2 0.1363
H -3.75744 3.76130 -2.53824 -0.3 -0.6 0.4 0.1003
```
Forces are in eV/Å.

As for the gap between HOMO and LUMO: 8.8 eV. Its energy above the lowest of the compared OMol25 structures with the same formula, charge and spin is 128.8 kcal/mol. As for the multiplicity: 1. Its total charge is 0. Its structure (SMILES) is C/N=C(\SCc1cc2c(cc1Cl)OCO2)C1C(=O)N(C)C(=O)N(C)C1=O. For the HOMO energy, the calculation gives -8.51 eV.

---

An isolated molecule of C16H16F2N4O2S2 at a distorted geometry, computed with ωB97M-V/def2-TZVPD.

```
42
Properties=species:S:1:pos:R:3:forces:R:3:lowdin_charge:R:1
O -1.49778 -3.54282 1.64081 -0.1 -0.2 0.1 -0.0120
C -1.06033 -3.87144 0.55430 0.1 -0.1 -0.4 -0.4139
N -0.19520 -3.06006 -0.12339 0.0 -0.2 -0.3 0.1303
C 0.21138 -1.86639 0.40572 -0.1 0.7 0.9 -0.5704
N 1.03395 -1.07333 -0.19227 -0.3 -1.6 -1.0 0.0095
N 1.29679 0.02805 0.49933 0.3 1.2 0.9 -0.0906
C 0.67842 0.08531 1.63663 -0.2 -0.5 -0.2 -0.9496
S 0.80394 1.39213 2.75972 0.1 0.4 0.3 0.9432
C 2.15474 2.37534 2.00738 -0.1 -0.1 0.3 -0.3280
H 2.44923 1.86850 1.09172 0.0 0.0 0.0 0.0705
H 2.97348 2.37144 2.72701 -0.1 0.1 -0.2 0.0854
C 1.74032 3.82783 1.80424 0.1 -0.4 0.1 -0.5281
O 2.21197 4.69051 2.52210 0.3 0.1 0.3 0.0469
N 0.83942 4.09727 0.84149 -0.3 0.3 -0.2 -0.0630
C 0.31395 3.18949 -0.15222 0.2 -0.3 -0.3 -0.1564
H 0.62511 2.16587 0.03974 -0.1 0.1 0.1 0.0732
C 0.78407 3.61074 -1.54719 -0.3 0.0 0.1 -0.1687
C 0.36848 5.05057 -1.83353 0.3 0.0 0.0 -0.2083
C 0.90632 5.96513 -0.73642 -0.3 -0.1 0.0 -0.1732
C 0.43019 5.47278 0.62836 0.2 0.4 0.1 -0.1418
H 0.85781 6.07396 1.43181 -0.2 -0.1 -0.1 0.1193
H -0.66327 5.52241 0.68323 0.0 0.0 0.0 0.1304
H 0.56729 6.99018 -0.89044 0.0 0.1 0.0 0.1106
H 1.99777 5.96008 -0.75507 0.1 0.1 0.0 0.1195
H 0.74805 5.36495 -2.80711 -0.1 0.0 0.0 0.1074
H -0.72199 5.11647 -1.86044 -0.1 0.0 0.0 0.1118
H 0.35904 2.93217 -2.28756 0.0 -0.1 0.0 0.1126
H 1.87162 3.52729 -1.59481 0.1 -0.1 0.0 0.1193
H -0.78165 3.23263 -0.10789 0.0 -0.1 0.0 0.1346
S -0.35111 -1.30149 1.96682 0.7 0.6 -0.5 1.1055
H 0.19197 -3.29089 -1.02771 -0.1 -0.1 0.1 0.1441
C -1.43577 -5.16629 -0.07557 0.0 -0.1 -0.1 -0.0574
C -1.09054 -5.60668 -1.35268 -0.2 -0.2 0.3 -0.1975
C -1.49814 -6.83224 -1.84403 0.0 0.0 0.0 0.0786
C -2.27349 -7.64081 -1.03203 0.1 0.3 0.1 -0.2609
C -2.64572 -7.24802 0.24353 0.0 -0.1 -0.1 0.0114
C -2.22483 -6.01856 0.70337 0.1 0.0 -0.2 0.0086
H -2.49682 -5.67602 1.69020 0.0 0.0 0.0 0.1265
H -3.25203 -7.89910 0.85175 -0.1 -0.1 0.0 0.1232
F -2.67112 -8.83041 -1.49902 0.0 0.1 0.0 0.0864
H -1.21586 -7.14382 -2.83657 0.0 0.0 -0.1 0.1362
F -0.33969 -4.84273 -2.17335 0.0 0.0 0.1 0.0749
```
Forces are in eV/Å.

As for the gap between HOMO and LUMO: 8.2 eV. Its energy above the lowest of the compared OMol25 structures with the same formula, charge and spin is 1.7 kcal/mol. As for the multiplicity: 1. Its total charge is 0. Its structure (SMILES) is O=C(Nc1nnc(SCC(=O)N2CCCCC2)s1)c1ccc(F)cc1F. For the HOMO energy, the calculation gives -8.44 eV.

---

A cluster of 2 separate species, C16H16F2NO6S in total at a distorted geometry, computed with ωB97M-V/def2-TZVPD.

```
42
Properties=species:S:1:pos:R:3:forces:R:3:lowdin_charge:R:1
F -3.67342 -1.54483 -2.78163 -0.2 0.3 0.5 -0.0202
C -4.02332 -1.37496 -1.46113 -1.0 -0.1 0.2 -0.5517
F -5.17347 -0.60813 -1.39994 1.0 -0.5 -0.5 -0.0249
S -4.55226 -2.97866 -0.74922 -2.7 1.8 -1.2 1.0796
N -2.56356 1.41065 0.62038 -0.3 -1.4 0.0 0.1234
C -3.15052 1.45579 1.89218 0.8 0.0 -1.1 -0.4731
O -4.31026 1.27058 2.22706 0.4 0.2 -0.4 0.0294
C -2.04124 1.84357 2.83325 0.0 0.2 1.1 -0.1213
C -0.85705 1.76487 2.13152 0.8 0.4 0.7 -0.1243
C 0.32721 2.25929 2.66996 -0.3 0.1 0.1 -0.0302
C 0.23456 3.01462 3.85737 -0.5 -0.3 0.1 -0.1029
C -0.98284 3.07892 4.57496 0.4 -0.4 -0.3 -0.1033
C -2.11312 2.38097 4.11613 0.3 0.1 -0.4 -0.0237
C -1.19479 1.27430 0.74094 -1.2 0.2 0.3 -0.4942
O -0.37076 0.85411 -0.07124 -0.4 0.3 0.2 -0.0088
H -3.21857 -0.85293 -0.93309 -0.1 0.0 0.0 0.1205
H 1.26544 2.08381 2.14086 -0.2 0.3 0.1 0.1060
H 1.10301 3.56064 4.23062 -0.2 -0.2 -0.1 0.0852
H -1.04873 3.66793 5.49041 0.1 -0.2 -0.1 0.0861
H -3.02920 2.27785 4.70104 0.2 0.4 -0.2 0.1101
H -2.34535 -3.68444 -0.95893 -0.2 -0.2 1.2 0.1461
C -3.09575 -3.57063 -0.13709 2.1 -0.9 1.3 -0.4662
C -2.54601 -2.77825 1.08932 0.2 1.0 0.2 -0.4902
O -3.16514 -2.06674 1.84544 0.5 -1.2 -1.0 0.1437
O -1.23607 -3.05441 1.18269 -0.4 0.1 0.8 -0.0124
C -0.61047 -2.69539 2.45814 0.0 0.0 -0.6 -0.1872
C 0.82020 -3.10719 2.25212 0.4 -0.1 0.0 -0.0776
C -3.48926 -4.91500 0.52457 -0.6 -0.1 0.0 -0.5196
O -4.56053 -5.10404 1.06812 1.3 0.1 -0.8 0.0936
O -2.50943 -5.82549 0.41526 -0.8 -0.3 -0.2 -0.0074
C -2.97412 -7.21138 0.52269 0.3 0.6 0.1 -0.1982
C -1.70315 -8.00383 0.62894 0.2 -0.2 -0.1 -0.0772
H -0.71778 -1.61729 2.64025 -0.1 -0.3 -0.1 0.1282
H -1.08602 -3.27377 3.26395 0.0 0.3 -0.3 0.1313
H 1.40998 -2.89509 3.14285 0.1 0.0 0.0 0.0752
H 0.87795 -4.17966 2.03824 0.0 0.1 0.1 0.0753
H 1.25086 -2.57165 1.40045 -0.1 0.0 0.2 0.0859
H -3.63924 -7.31214 1.38799 0.1 0.0 -0.3 0.1234
H -3.50209 -7.41957 -0.41706 -0.1 -0.1 0.4 0.1323
H -1.89092 -9.06441 0.79405 -0.1 0.0 -0.1 0.0757
H -1.14993 -7.87907 -0.30538 0.1 -0.1 0.2 0.0811
H -1.09782 -7.62644 1.45581 0.0 -0.1 -0.1 0.0822
```
Forces are in eV/Å.

As for the gap between HOMO and LUMO: 7.1 eV. Its energy above the lowest of the compared OMol25 structures with the same formula, charge and spin is 0.0 kcal/mol. As for the multiplicity: 1. Its total charge is -1. For the HOMO energy, the calculation gives -4.71 eV.